Below is a structure of composition C13H16F5O2S2Se2Ti, with properties calculated with ωB97M-V/def2-TZVPD.

Last column: natural (NBO) charge in e.
CARTESIAN COORDINATES (ANGSTROEM)
Se  -2.717  1.145  0.881  0.0367
Se  0.625  1.695  -0.997  -0.0215
Ti  -0.399  0.647  0.884  0.7024
S  -0.956  -1.434  -0.458  0.3591
S  0.322  -0.655  2.616  -0.0023
F  4.901  -1.542  -1.000  -0.2565
F  1.055  -3.111  1.134  -0.2821
F  2.559  1.309  1.853  -0.2770
F  4.608  0.869  0.201  -0.2712
F  3.123  -3.524  -0.535  -0.2639
O  -0.105  2.406  1.932  -0.7236
O  -2.463  5.273  -1.126  -0.7238
C  -0.773  3.120  -1.066  -0.5237
C  1.905  -2.118  0.897  0.3665
C  2.967  -2.347  0.050  0.2766
C  1.710  -0.881  1.524  -0.3633
C  -2.161  -2.435  0.431  -0.7360
C  2.651  0.120  1.262  0.3378
C  3.882  -1.329  -0.190  0.3158
C  -1.900  -0.986  -1.921  -0.7350
C  -1.588  5.220  -0.020  -0.0485
C  -1.279  3.735  0.256  -0.1488
C  -0.208  3.729  1.338  -0.0669
C  -2.589  3.115  0.768  -0.5319
C  3.731  -0.100  0.422  0.3074
H  -3.389  3.391  0.086  0.2641
H  -0.452  4.432  2.135  0.2104
H  -0.269  3.899  -1.638  0.2457
H  0.773  3.967  0.927  0.2213
H  -2.141  -1.897  -2.463  0.2455
H  -0.253  2.422  2.884  0.5325
H  -2.664  6.190  -1.336  0.4926
H  -1.708  -2.732  1.373  0.2581
H  -2.803  -0.449  -1.638  0.2393
H  -2.832  3.513  1.754  0.2290
H  -3.071  -1.864  0.613  0.2329
H  -1.266  -0.349  -2.534  0.2551
H  -1.598  2.759  -1.672  0.2431
H  -2.042  5.667  0.873  0.1770
H  -0.649  5.747  -0.229  0.1786
H  -2.383  -3.318  -0.164  0.2485

Atoms 1-3, force components in eV/Å:
Se -0.071 0.141 -0.079
Se -0.128 0.006 -0.108
Ti -0.020 -0.251 -0.019

**Total charge**: +1
**HOMO-LUMO gap**: 7.9 eV

Below is a structure of composition C38H33IN5O4, with properties calculated with ωB97M-V/def2-TZVPD.

Last column: Löwdin charge in e.
CARTESIAN COORDINATES (ANGSTROEM)
I  -2.925  -0.441  6.620  0.9315
O  4.839  3.265  -4.631  0.0972
O  7.322  -1.297  -3.398  0.1077
O  -3.500  5.902  -2.996  0.1155
O  -1.024  1.337  -1.756  0.0814
N  -4.618  -1.848  3.989  0.1172
N  -5.353  -3.309  2.164  0.1045
N  -1.066  -2.875  8.413  -0.0569
N  -2.326  -1.666  5.050  -0.3623
N  -3.494  -3.731  4.735  0.1443
C  4.629  1.029  -3.939  -0.0792
C  -2.380  -4.507  5.331  -0.1462
C  -3.716  3.669  -2.300  -0.0775
C  -3.418  -2.019  0.285  -0.0065
C  -3.068  2.472  -1.996  -0.0840
C  -5.193  1.440  -1.536  -0.0606
C  -5.839  2.641  -1.821  -0.0518
C  -1.589  2.372  -2.066  -0.2764
C  0.570  3.463  -2.627  -0.0023
C  6.755  -0.267  -3.706  -0.2780
C  -0.815  3.549  -2.528  -0.0841
C  7.611  3.182  -4.988  0.0014
C  5.404  2.216  -4.380  -0.2758
C  -0.729  5.815  -3.353  0.0077
C  0.650  5.718  -3.468  -0.0407
C  -5.102  3.753  -2.202  0.0086
C  -2.939  4.855  -2.743  -0.2767
C  -4.309  -3.118  -0.141  -0.0174
C  9.642  1.915  -4.732  -0.0522
C  -0.492  -4.239  8.455  -0.2756
C  -1.466  4.735  -2.878  -0.0826
C  5.275  -0.169  -3.636  -0.0811
C  4.530  -1.283  -3.261  0.0014
C  8.990  3.088  -5.102  -0.0528
C  3.147  -1.198  -3.180  -0.0563
C  3.243  1.115  -3.843  -0.0034
C  6.876  2.099  -4.515  -0.0848
C  2.504  0.004  -3.464  -0.0554
C  -3.811  1.359  -1.619  -0.0113
C  1.301  4.545  -3.095  -0.0442
C  -5.184  -3.665  0.874  -0.1283
C  -1.129  -5.251  7.425  -0.1758
C  7.529  0.914  -4.166  -0.0835
C  -3.454  -2.438  4.619  -0.4581
C  -4.560  -2.308  2.585  -0.3174
C  8.915  0.830  -4.266  0.0026
C  -3.603  -1.685  1.696  -0.0117
C  -2.547  -4.835  6.861  -0.1713
H  -1.396  -4.026  5.095  0.1285
H  2.738  2.046  -4.069  0.1022
H  -2.686  -1.526  -0.384  0.1068
H  5.026  -2.220  -3.036  0.1214
H  -5.823  -4.520  0.533  0.1199
H  -4.267  -3.511  -1.183  0.1147
H  -1.231  6.732  -3.639  0.1241
H  7.107  4.098  -5.273  0.1213
H  -5.771  0.569  -1.247  0.1033
H  10.721  1.847  -4.813  0.1097
H  0.594  -4.136  8.169  0.1149
H  -2.363  -5.495  4.790  0.1428
H  1.082  2.551  -2.344  0.1053
H  -3.314  0.424  -1.394  0.0877
H  -0.422  -5.330  6.552  0.1054
H  1.424  0.072  -3.393  0.1028
H  -2.963  -0.868  2.118  0.1064
H  9.559  3.930  -5.478  0.1095
H  -1.922  -2.928  8.983  0.0578
H  -2.116  -1.011  4.283  0.0404
H  -5.608  4.684  -2.427  0.1249
H  -6.918  2.707  -1.749  0.1104
H  2.568  -2.068  -2.893  0.1058
H  -4.415  -0.838  3.957  0.1022
H  -1.196  -6.281  7.867  0.1153
H  1.221  6.558  -3.845  0.1133
H  -0.467  -2.248  8.964  0.0747
H  -3.191  -5.758  6.918  0.1150
H  2.380  4.474  -3.177  0.1069
H  -3.081  -4.054  7.450  0.0962
H  -0.466  -4.687  9.491  0.1143
H  -4.312  -4.241  4.389  0.1754
H  9.426  -0.082  -3.984  0.1221

Atoms 1-3, force components in eV/Å:
I 0.042 -0.024 0.033
O 0.013 -0.117 0.081
O -0.097 0.103 -0.019

**Total charge**: +1
**HOMO-LUMO gap**: 6.5 eV

Below is a structure of composition C32H37ClLaN2Si2, with properties calculated with ωB97M-V/def2-TZVPD.

Last column: Löwdin charge in e.
CARTESIAN COORDINATES (ANGSTROEM)
La  2.180  1.380  0.960  1.7329
Cl  0.686  1.462  3.252  -0.0862
Si  -2.449  -1.245  -0.244  0.6553
Si  -0.837  -0.467  1.206  0.4598
N  4.448  1.397  2.266  -0.1173
N  2.112  3.629  2.179  -0.1889
C  -4.598  0.524  -0.434  -0.0944
C  2.192  -3.840  0.090  -0.0694
C  0.587  -1.643  0.793  -0.3590
C  -2.639  -3.831  1.037  -0.0977
C  -5.434  1.062  -1.413  -0.0742
C  3.373  1.277  -1.548  -0.2249
C  -5.863  -1.180  -2.260  -0.0738
C  -1.734  0.464  -3.066  -0.0300
C  -4.955  -1.701  -1.340  -0.0812
C  3.978  2.428  -0.960  -0.2161
C  -1.426  -0.327  -1.930  -0.1532
C  4.561  3.884  2.494  -0.1916
C  1.997  1.559  -1.756  -0.2500
C  1.300  -1.632  -0.434  -0.1498
C  1.527  -3.820  1.320  -0.0629
C  -1.488  0.354  -0.652  -0.4019
C  -1.963  1.832  -2.967  -0.0437
C  -1.945  2.487  -1.735  -0.0724
C  2.958  3.408  -0.784  -0.2239
C  3.198  4.556  2.575  -0.2365
C  -1.689  -3.901  -1.188  -0.1033
C  -4.185  -0.814  -0.579  -0.2790
C  -1.646  -5.302  -1.118  -0.0790
C  -2.578  -5.226  1.109  -0.0767
C  1.736  2.866  -1.267  -0.2333
C  -6.044  0.205  -2.345  -0.0778
C  2.089  -2.741  -0.780  -0.0744
C  -2.230  -3.155  -0.131  -0.2810
C  -1.767  1.765  -0.578  -0.1009
C  4.704  2.542  3.209  -0.2194
C  0.768  -2.708  1.691  -0.1002
C  -2.105  -5.970  0.022  -0.0790
H  -1.330  -3.392  -2.087  0.0935
H  -4.813  -2.771  -1.213  0.1071
H  4.852  3.805  1.435  0.0996
H  0.274  -2.696  2.667  0.1149
H  1.594  -4.672  1.996  0.1126
H  -0.910  -1.289  -2.096  0.1054
H  1.261  0.907  -2.219  0.0935
H  -1.175  -0.182  2.631  -0.0650
H  4.007  2.423  4.046  0.1204
H  3.905  0.392  -1.891  0.1085
H  -2.086  -7.060  0.067  0.1070
H  1.235  -0.795  -1.149  0.0646
H  -6.422  -1.849  -2.910  0.1074
H  3.139  5.402  1.880  0.1156
H  1.335  4.132  1.745  0.0893
H  5.275  4.581  2.951  0.1213
H  -2.917  -5.729  2.014  0.1077
H  -4.201  1.121  0.399  0.1130
H  5.188  1.381  1.555  0.0845
H  -1.272  -5.860  -1.976  0.1052
H  5.721  2.453  3.617  0.1199
H  -6.693  0.639  -3.105  0.1056
H  3.012  4.932  3.596  0.1279
H  1.662  3.252  3.037  -0.0738
H  -1.843  2.258  0.392  0.1215
H  -2.082  3.568  -1.710  0.1206
H  -0.002  0.762  0.911  -0.1610
H  -2.144  2.414  -3.870  0.1186
H  0.774  3.373  -1.311  0.0984
H  2.773  -4.724  -0.199  0.1128
H  -3.006  -3.255  1.893  0.1111
H  4.589  0.510  2.759  0.0952
H  -1.691  -0.010  -4.041  0.1158
H  3.115  4.441  -0.492  0.1065
H  -5.596  2.146  -1.438  0.1106
H  2.609  -2.777  -1.745  0.1111
H  5.047  2.592  -0.832  0.1076

Atoms 1-3, force components in eV/Å:
La -0.409 -0.375 0.622
Cl 0.074 -0.511 1.045
Si -1.241 -2.521 4.401

**Total charge**: +1
**HOMO-LUMO gap (spin up / spin down)**: 5.7 / 5.7 eV

Below is the molecule C5H8N2, with properties calculated with ωB97M-V/def2-TZVPD.

Last column: natural (NBO) charge in e.
CARTESIAN COORDINATES (ANGSTROEM)
N  -0.289  -0.584  -0.255  -0.3963
N  -1.706  1.598  2.043  -0.3119
C  1.386  -0.144  1.026  -0.5827
C  -1.549  0.977  1.079  0.2746
C  -1.448  0.221  -0.196  -0.3136
C  0.425  -0.866  -1.439  -0.2221
C  0.959  0.149  -0.458  -0.1223
H  -2.295  -0.455  -0.246  0.2395
H  0.520  -0.288  1.719  0.2202
H  1.917  -1.091  1.086  0.2177
H  0.860  -1.854  -1.543  0.2082
H  -0.103  -0.496  -2.320  0.1901
H  1.927  0.706  1.403  0.2041
H  0.868  1.171  -0.891  0.1909
H  -1.471  0.957  -1.010  0.2035

Atoms 1-3, force components in eV/Å:
N -1.133 -0.284 -0.599
N 0.221 -0.662 -1.019
C 1.243 0.440 -0.169

**SMILES**: C[C@H]1CN1CC#N
**HOMO-LUMO gap**: 10.3 eV

Below is a structure of composition C3H3NOS3, with properties calculated with ωB97M-V/def2-TZVPD.

Last column: natural (NBO) charge in e.
CARTESIAN COORDINATES (ANGSTROEM)
S  1.262  2.267  -1.397  0.1519
S  -1.115  -1.037  -0.836  0.5159
S  -0.501  0.472  3.142  -0.1378
O  0.651  0.934  0.885  -0.5195
N  -0.935  -0.910  0.766  -0.8335
C  0.834  0.980  -0.599  0.1434
C  0.432  -0.355  -1.305  -0.7047
C  -0.365  0.147  1.480  0.3722
H  1.342  -1.057  -1.219  0.2515
H  -1.918  -1.431  1.462  0.4802
H  0.311  -0.011  -2.378  0.2804

Atoms 1-3, force components in eV/Å:
S 0.514 0.694 0.311
S -0.860 -0.058 -2.693
S -0.445 -0.792 -2.229

**HOMO-LUMO gap**: 7.7 eV

Below is a structure of composition C30H41N9PS2V, with properties calculated with ωB97M-V/def2-TZVPD.

Last column: Mulliken spin population.
CARTESIAN COORDINATES (ANGSTROEM)
V  -0.156  -1.126  -0.807  1.0529
S  0.509  -5.778  -1.029  -0.0009
S  -4.295  -2.162  -3.010  0.0001
P  1.973  -0.871  0.314  -0.0295
N  -0.262  0.802  -0.523  -0.0269
N  -1.896  -1.693  -2.193  0.0038
N  -1.067  -1.589  0.760  0.0036
N  0.163  -3.263  -1.382  0.0075
N  2.429  -3.875  -1.187  0.0016
N  -2.831  0.037  -3.501  -0.0021
N  -3.619  -0.241  3.407  -0.0013
N  -1.852  -1.756  3.069  -0.0005
N  -2.795  -1.549  5.114  -0.0010
C  1.407  -2.470  2.534  0.0024
C  -1.099  -5.192  -1.241  0.0005
C  -3.380  2.686  -1.351  -0.0022
C  -2.951  1.116  0.542  0.0280
C  3.141  -0.459  -2.187  0.0060
C  -3.939  4.411  -3.103  -0.0003
C  -2.742  -1.176  3.823  -0.0030
C  -1.092  -3.853  -1.435  0.0073
C  -1.700  3.271  -2.924  0.0052
C  1.101  -4.154  -1.216  0.0028
C  -2.506  1.814  -0.711  -0.0619
C  0.601  2.297  -2.833  0.0089
C  -2.880  -1.144  -2.859  0.0027
C  2.486  1.450  1.877  -0.0064
C  -3.437  -3.427  -2.212  0.0018
C  3.122  3.450  3.288  0.0005
C  1.673  0.795  0.951  0.0429
C  2.255  2.757  2.270  -0.0013
C  -0.800  2.408  -2.310  -0.0273
C  2.584  -2.001  1.680  -0.0022
C  0.369  2.803  0.751  0.0102
C  3.540  -0.713  -0.729  -0.0088
C  -1.200  1.644  -1.192  0.0420
C  4.542  0.361  -0.311  -0.0010
C  -2.194  -3.014  -1.881  -0.0036
C  -1.521  -1.580  1.836  -0.0125
C  1.186  3.423  1.673  0.0012
C  0.574  1.461  0.365  -0.0394
C  3.700  -1.521  2.609  -0.0015
C  -3.001  3.426  -2.460  0.0019
H  4.034  -1.687  -0.645  -0.0024
H  -0.451  3.356  0.312  0.0005
H  -4.979  4.135  -2.931  0.0001
H  -3.834  1.616  0.945  -0.0004
H  -3.763  4.480  -4.176  0.0001
H  1.759  -3.173  3.293  -0.0001
H  3.848  2.763  3.723  0.0000
H  2.960  -2.857  1.115  0.0016
H  0.870  1.249  -2.937  -0.0016
H  -4.173  0.262  4.078  -0.0001
H  2.510  3.859  4.093  -0.0001
H  3.979  -0.633  -2.865  0.0001
H  3.065  -4.647  -1.296  -0.0009
H  2.700  -3.015  -1.638  -0.0003
H  -2.117  0.695  -3.219  -0.0028
H  3.337  0.929  2.293  0.0008
H  0.698  2.780  -3.804  0.0000
H  4.979  0.176  0.668  0.0002
H  0.993  4.458  1.933  -0.0001
H  -2.132  1.153  1.264  -0.0022
H  5.360  0.388  -1.035  -0.0001
H  3.327  -0.781  3.317  -0.0001
H  -2.227  -2.328  5.398  0.0001
H  4.074  1.346  -0.295  0.0000
H  1.308  2.760  -2.140  0.0000
H  3.672  4.280  2.840  -0.0002
H  -1.924  -5.884  -1.241  0.0003
H  -3.566  -1.279  5.697  -0.0001
H  -3.888  -4.398  -2.097  0.0004
H  -4.383  2.807  -0.954  -0.0001
H  -3.787  5.406  -2.681  0.0002
H  4.559  -1.110  2.080  0.0000
H  -3.192  0.070  0.348  -0.0015
H  2.299  -1.083  -2.510  0.0031
H  0.949  -1.621  3.046  -0.0005
H  -3.485  0.190  2.508  0.0028
H  4.048  -2.377  3.191  0.0000
H  0.643  -2.960  1.934  0.0017
H  2.850  0.584  -2.290  0.0013
H  -1.365  3.847  -3.781  0.0000
H  -3.695  0.443  -3.814  0.0000

Atoms 1-3, force components in eV/Å:
V 0.850 0.136 -2.313
S 0.089 0.365 0.002
S 0.285 0.159 0.064

**Multiplicity**: 2
**Total charge**: +1
**HOMO-LUMO gap (spin up / spin down)**: 6.7 / 6.1 eV

no.,strongest force on any atom (Eh/bohr),calculated total energy (eV)
1,0.0049,-206896.2342
2,0.0781,-63675.4815
3,0.1015,-65894.9447
4,0.0422,-8291.5835
5,0.1445,-39199.5610
6,0.0532,-101831.1225